# 1
Here is a 6-piece molecular cluster, C29H37F10N4O17S overall from OMol25. Energies are from the ωB97M-V functional and the def2-TZVPD basis.

Geometry (Å):
1 O 0.27486 3.94863 -1.22180
2 C 0.22487 3.50130 -2.30173
3 F 1.30951 3.48442 -3.14720
4 N -0.86996 2.95061 -2.96768
5 C -0.60195 2.24010 -4.19759
6 O -0.89850 2.67627 -5.25912
7 C 0.07814 0.87767 -4.03644
8 N 0.69564 0.44147 -5.30010
9 C 0.01880 -0.61998 -5.76243
10 N 0.42264 -1.40294 -6.75108
11 S 1.86512 -1.19520 -7.65846
12 N -1.15030 -0.77179 -5.10090
13 C -0.98445 -0.21767 -3.74867
14 C -0.63332 -1.33295 -2.72891
15 F -1.79341 -1.77684 -2.22716
16 F -0.03954 -2.37944 -3.34342
17 C 0.22714 -0.88543 -1.51095
18 F -0.00188 -1.70803 -0.49789
19 F -0.23580 0.33837 -1.16987
20 C 1.78845 -0.78673 -1.73896
21 F 2.18198 0.42556 -1.34670
22 F 2.07978 -0.89532 -3.05957
23 C 2.64242 -1.83863 -0.96984
24 F 3.87814 -1.80495 -1.45188
25 F 2.14861 -3.06466 -1.14197
26 F 2.66028 -1.54496 0.32220
27 H -1.41548 2.38854 -2.31678
28 H 0.85797 1.00843 -3.28880
29 H 1.70536 0.42215 -5.35778
30 H -0.17530 -2.16262 -7.04950
31 H 2.68735 -1.51037 -6.64656
32 H -1.65174 -1.64535 -5.20837
33 H -1.94462 0.20358 -3.42990
34 C 3.65546 2.75730 0.16845
35 C 4.12920 1.81508 1.23964
36 C 3.54632 2.00852 2.62080
37 O 4.59106 1.49889 3.45691
38 C 5.76725 1.63465 2.79313
39 O 6.84024 1.46971 3.26889
40 O 5.53331 1.97752 1.49886
41 H 2.60411 2.56765 -0.04908
42 H 3.76399 3.80077 0.46417
43 H 4.23518 2.61104 -0.74346
44 H 3.97647 0.77572 0.92794
45 H 2.62664 1.45809 2.78303
46 H 3.39404 3.06593 2.85586
47 C 4.78910 -4.27240 2.13079
48 C 3.98533 -5.46845 1.69531
49 C 2.48578 -5.26688 1.58213
50 O 1.98129 -6.57624 1.84528
51 C 2.89059 -7.22871 2.61952
52 O 2.69982 -8.26760 3.15550
53 O 4.03910 -6.51143 2.68317
54 H 4.80023 -3.52022 1.34044
55 H 4.36829 -3.83080 3.03467
56 H 5.81728 -4.56106 2.34208
57 H 4.38072 -5.88376 0.76278
58 H 2.15114 -4.93681 0.60286
59 H 2.11373 -4.58476 2.35191
60 C -0.83579 1.54656 7.31365
61 C 0.08350 0.90361 6.31427
62 C 0.83214 1.84965 5.39539
63 O 1.00835 1.04862 4.21243
64 C 0.01166 0.13761 4.17952
65 O -0.22257 -0.54861 3.22685
66 O -0.65945 0.12178 5.33493
67 H -0.25409 2.07851 8.06660
68 H -1.50613 2.24964 6.81848
69 H -1.45514 0.80002 7.80574
70 H 0.78345 0.21839 6.79832
71 H 1.80245 2.16180 5.77127
72 H 0.23078 2.72214 5.13238
73 C -4.19004 5.21464 -4.79364
74 C -4.61752 3.84381 -5.23990
75 C -6.10707 3.55017 -5.21120
76 O -6.13066 2.12616 -4.98966
77 C -5.00155 1.79088 -4.34919
78 O -4.75752 0.72317 -3.86931
79 O -4.14363 2.82948 -4.32229
80 H -4.49615 5.95642 -5.53090
81 H -4.63730 5.46679 -3.83173
82 H -3.10670 5.25812 -4.69005
83 H -4.20183 3.60772 -6.22317
84 H -6.62918 3.78132 -6.13442
85 H -6.60120 4.03928 -4.36979
86 C -4.42175 -1.05617 2.33865
87 C -3.61409 -1.21713 3.59813
88 C -3.97232 -2.40078 4.47549
89 O -3.61930 -1.92602 5.77902
90 C -3.70114 -0.57681 5.77124
91 O -3.64698 0.10555 6.74461
92 O -3.86481 -0.12285 4.50907
93 H -4.17034 -1.85024 1.63463
94 H -5.49084 -1.09795 2.55082
95 H -4.20697 -0.09581 1.87095
96 H -2.54465 -1.21935 3.38314
97 H -3.41646 -3.30729 4.25338
98 H -5.04563 -2.60784 4.46052

Cartesian forces, eV/Å:
0.087 0.003 0.373
-0.062 -0.073 -0.925
-0.370 0.069 0.283
0.584 -0.662 0.380
-0.108 0.280 -0.292
-0.008 0.059 -0.061
0.155 0.239 -0.111
-0.039 -0.848 0.550
-0.219 0.425 -0.169
-0.143 -0.068 -0.177
-0.063 0.347 0.146
0.563 -0.482 0.211
-0.227 0.314 -0.259
0.110 0.181 0.031
-0.274 -0.130 0.048
0.186 -0.138 -0.102
0.157 -0.014 -0.206
-0.074 -0.214 0.255
-0.051 0.230 0.043
-0.240 -0.109 0.184
0.214 0.246 0.043
0.011 -0.159 -0.118
-0.141 -0.090 0.007
0.042 0.051 0.053
0.047 0.070 -0.128
-0.017 -0.026 -0.070
-0.315 0.453 0.017
-0.205 -0.199 0.016
-0.065 0.304 -0.249
0.016 0.011 0.199
0.140 -0.232 -0.046
-0.161 0.174 -0.009
0.148 0.018 0.070
0.102 0.136 -0.097
0.002 -0.023 -0.029
-0.034 0.062 -0.092
-0.019 0.035 0.035
0.050 -0.021 -0.018
-0.076 0.013 -0.023
0.005 -0.047 0.020
-0.021 0.053 0.022
0.008 -0.029 0.095
-0.042 -0.039 -0.017
0.025 -0.003 -0.027
0.097 -0.059 0.103
-0.005 0.018 -0.050
-0.016 -0.021 0.145
-0.017 0.028 -0.031
0.010 0.046 0.041
-0.040 -0.001 0.017
0.008 -0.017 0.026
0.006 0.066 -0.035
0.033 -0.063 -0.026
-0.004 0.007 0.000
-0.013 0.005 -0.011
0.011 -0.002 -0.049
0.014 0.002 -0.001
-0.015 -0.090 -0.029
0.020 0.047 -0.021
-0.202 0.000 -0.106
0.028 0.074 0.008
0.027 -0.008 0.041
-0.090 0.075 0.067
-0.013 -0.062 -0.148
-0.017 0.044 0.075
0.039 -0.074 0.057
0.052 -0.010 -0.015
-0.001 0.001 0.010
0.046 -0.017 0.023
-0.033 -0.043 0.001
0.041 -0.070 -0.040
-0.015 0.016 0.046
-0.005 -0.036 0.162
-0.127 0.049 -0.013
0.025 0.031 -0.039
-0.041 -0.013 0.078
0.117 -0.026 0.014
0.058 -0.023 -0.063
0.285 0.027 -0.004
-0.008 0.005 0.000
-0.016 0.003 -0.011
0.005 -0.002 -0.062
0.019 -0.021 0.006
0.006 -0.094 -0.028
0.001 0.019 -0.004
-0.114 0.083 0.055
-0.012 -0.048 0.004
-0.040 0.010 -0.014
-0.019 -0.038 0.021
-0.024 -0.002 0.081
0.012 0.014 -0.113
0.084 0.020 -0.007
-0.006 -0.008 -0.002
0.009 -0.015 0.006
0.047 -0.023 -0.018
0.050 0.029 -0.023
0.066 0.022 0.058
0.002 -0.024 -0.040

Properties
* lowest unoccupied orbital energy: -3.3 eV
* E: -109447.293 eV
* HOMO level: -12.250 eV
* maximum force: 1.0 eV/Å
* charge: +1

=====

# 2
Here is C24H36F6MnO12 as an isolated structure from OMol25. Energies are from the ωB97M-V functional and the def2-TZVPD basis.

Geometry (Å):
1 Mn -5.27683 23.00187 -2.28221
2 C -4.71033 18.44401 -4.41506
3 O -5.64574 17.54761 -3.93004
4 O -5.06189 19.68354 -3.81373
5 C -3.29586 17.79021 -4.19024
6 F -2.17519 18.53602 -4.55423
7 F -3.05840 17.55236 -2.81046
8 F -3.23264 16.57468 -4.73247
9 C -6.84268 17.27365 -4.67899
10 C -6.65330 16.02476 -5.54105
11 H -6.23089 15.08131 -5.19526
12 H -7.66240 15.78446 -5.87582
13 H -6.07232 16.40084 -6.38315
14 H -7.18328 18.14266 -5.24194
15 H -7.55171 17.06247 -3.87850
16 H -4.86242 18.52587 -5.49129
17 C -5.74857 26.58225 0.70493
18 O -5.34835 25.95395 1.87654
19 O -5.53285 25.69008 -0.36611
20 C -7.16839 27.16293 0.89573
21 F -7.32058 27.64875 2.05891
22 F -7.38643 28.15874 -0.01462
23 F -8.14709 26.31153 0.72836
24 C -4.00996 25.89888 2.28304
25 C -4.05081 25.49175 3.77946
26 H -4.88538 26.06990 4.17612
27 H -4.26968 24.43087 3.65810
28 H -3.06324 25.64992 4.21279
29 H -3.66147 26.92083 2.43237
30 H -3.29576 25.24579 1.78155
31 H -5.13358 27.47976 0.63889
32 O -4.50777 21.69315 0.84088
33 C -3.94718 21.29510 1.84111
34 O -4.67668 20.60917 2.70170
35 C -3.85622 20.13074 3.77468
36 C -2.49650 20.78847 3.54435
37 C -2.50691 21.07538 2.16290
38 H -3.66771 19.06035 3.69204
39 H -4.31224 20.57223 4.66081
40 H -1.72042 20.03307 3.66747
41 H -2.31614 21.62253 4.22251
42 H -1.99350 20.29436 1.60208
43 H -1.94782 21.98271 1.93428
44 O -8.63731 21.61245 -1.44212
45 C -9.49308 20.77154 -1.06651
46 O -10.89582 20.81600 -1.29266
47 C -11.49474 19.65244 -0.86462
48 C -10.38915 18.60913 -0.63810
49 C -9.09963 19.43871 -0.38903
50 H -12.09717 19.22797 -1.66774
51 H -12.19361 19.82344 -0.04581
52 H -10.17533 18.06192 -1.55622
53 H -10.74556 18.00602 0.19695
54 H -8.15108 18.97712 -0.66338
55 H -8.91436 19.69427 0.65427
56 O -1.73953 23.47331 -2.54602
57 C -0.60003 23.96758 -2.52041
58 O -0.31448 25.09052 -1.78163
59 C 1.04685 25.42957 -1.93420
60 C 1.72616 24.16663 -2.38366
61 C 0.63171 23.35562 -3.09643
62 H 1.44046 25.87632 -1.02120
63 H 0.93834 26.20919 -2.68820
64 H 2.06853 23.47330 -1.61544
65 H 2.46634 24.48065 -3.11962
66 H 0.55726 22.27201 -3.00490
67 H 0.65145 23.70182 -4.12979
68 O -7.18210 24.18762 -4.86395
69 C -7.90465 25.04828 -5.32094
70 O -7.47575 25.92610 -6.39514
71 C -8.50900 26.86629 -6.81404
72 C -9.60815 26.75089 -5.72844
73 C -9.20398 25.60243 -4.75806
74 H -8.89740 26.70830 -7.82016
75 H -7.99302 27.82019 -6.70485
76 H -10.55210 26.52764 -6.22566
77 H -9.69720 27.64873 -5.11685
78 H -9.95231 24.83034 -4.57929
79 H -9.10226 25.98381 -3.74204

Cartesian forces, eV/Å:
-0.101 0.065 0.758
-1.092 2.930 0.445
-0.200 -1.269 0.392
1.302 -1.004 -0.432
0.958 0.519 3.051
-1.904 -0.970 -0.216
-0.558 0.499 -1.719
0.227 0.432 -0.618
1.256 -1.098 1.681
-0.732 1.085 -1.037
0.224 0.573 0.780
-0.057 -0.133 -0.499
0.053 -0.584 -0.359
0.131 -0.029 -0.179
-0.312 0.152 -0.123
0.481 -0.041 -0.611
1.448 -2.462 -2.054
-0.825 -0.951 1.377
-0.429 1.500 -0.013
1.014 -1.031 -2.524
-0.133 1.887 3.275
0.279 0.038 0.002
-1.136 -1.525 -0.583
-0.103 1.558 2.008
-0.272 -0.796 -2.034
0.324 -0.291 0.591
-0.260 -0.198 1.121
-0.251 0.044 0.305
0.573 0.390 -1.224
-0.365 0.148 -0.763
0.387 0.475 -0.635
0.944 0.887 0.219
-1.336 -1.565 -3.168
-0.385 -0.366 1.205
0.407 0.949 0.282
0.833 -1.617 3.464
1.125 2.799 -3.072
-0.990 -0.080 0.386
-0.028 -1.085 0.322
0.108 0.185 0.876
-0.051 0.055 -0.171
-0.775 -0.100 -0.541
0.022 0.083 -0.241
-3.895 -2.225 1.150
2.723 1.182 -1.628
3.423 2.042 -0.133
-0.534 -2.077 -0.556
0.636 0.587 0.846
-1.601 0.576 0.563
-0.291 0.424 -0.215
0.425 0.130 0.387
-0.515 -0.360 0.193
0.589 -0.503 -0.238
-0.253 0.319 -0.800
-0.396 0.045 0.303
2.329 1.535 -0.109
-3.184 -0.933 1.567
-1.703 -1.662 -0.088
-0.474 0.577 -0.059
0.465 -1.045 -0.951
-0.296 1.696 -0.426
-0.153 -0.172 0.034
1.169 0.097 -0.287
0.654 0.818 0.355
0.585 -0.589 0.433
0.413 0.226 -0.089
-0.217 -0.613 -0.378
-0.786 1.022 -0.899
1.356 1.672 -0.133
-0.938 -2.289 1.022
0.604 -0.097 2.201
-0.351 -0.599 0.223
-0.292 0.193 -0.684
0.417 -0.312 0.063
-0.271 0.126 -0.531
-0.109 0.169 0.271
-0.127 0.127 -0.444
0.008 -0.204 -0.640
0.787 0.058 -0.051

Properties
* ΔE to the lowest compared entry with this formula, charge and spin: 1215.7 kJ/mol
* lowest unoccupied orbital energy (alpha / beta): -3.5 / -3.1 eV
* E: -97656.531 eV
* HOMO level (alpha / beta): -7.595 / -7.021 eV
* maximum force: 4.6 eV/Å
* charge: 0
* multiplicity: 6

=====

# 3
Here is a 12-piece molecular cluster, C10H44O17 overall from OMol25. Energies are from the ωB97M-V functional and the def2-TZVPD basis.

Geometry (Å):
1 O 2.54866 -0.60289 1.38038
2 C 3.79560 -0.64273 0.78126
3 C 4.31102 0.73989 0.33001
4 O 3.76014 1.13576 -0.94615
5 H 2.22802 -1.53747 1.41121
6 H 4.55477 -1.07134 1.45729
7 H 3.79373 -1.31404 -0.08722
8 H 5.39166 0.55467 0.20778
9 H 4.24960 1.53329 1.05213
10 H 3.01406 1.73768 -0.66841
11 O -0.18908 -1.36439 -3.33200
12 C -0.73848 -0.33898 -4.18913
13 C 0.10387 0.90098 -4.08257
14 O -0.12922 1.57623 -2.84199
15 H 0.75985 -1.11817 -3.22394
16 H -0.65959 -0.60468 -5.19518
17 H -1.82275 -0.13889 -3.96014
18 H -0.00888 1.59829 -4.94171
19 H 1.11624 0.49627 -4.06419
20 H -1.09952 1.68037 -2.83407
21 O -0.52383 -2.68026 -0.94263
22 C -1.87992 -3.15400 -0.86164
23 C -2.87839 -2.07052 -1.32500
24 O -2.82597 -0.93665 -0.38494
25 H -0.35343 -2.24394 -1.75122
26 H -2.02964 -4.06983 -1.44004
27 H -2.08716 -3.31239 0.21565
28 H -3.88656 -2.46652 -1.31029
29 H -2.73235 -1.85554 -2.35619
30 H -1.85016 -0.70438 -0.24486
31 O -2.76549 1.55650 -1.75074
32 C -3.24942 2.62441 -0.93188
33 C -2.86847 2.60417 0.55444
34 O -3.67272 1.69181 1.25429
35 H -2.98168 0.71774 -1.32418
36 H -2.75334 3.50908 -1.34198
37 H -4.28863 2.80444 -1.06903
38 H -3.15306 3.58049 0.92410
39 H -1.78548 2.53252 0.69368
40 H -3.49649 0.82812 0.93660
41 O -1.52422 -0.29910 3.65286
42 C -0.56517 0.49140 4.38219
43 C 0.30227 1.30038 3.41471
44 O -0.57105 2.05355 2.59107
45 H -1.97837 0.38482 3.15626
46 H -1.01959 1.08518 5.18937
47 H 0.12951 -0.26739 4.88538
48 H 0.88018 0.57060 2.78561
49 H 1.01256 1.99065 3.81175
50 H -0.43463 3.01579 2.76749
51 O 0.33746 4.92945 2.03076
52 H 1.28674 4.80031 1.96844
53 H -0.08638 4.61406 1.25491
54 O -0.14159 0.33718 0.08054
55 H 0.63201 -0.03666 0.52982
56 H 0.18649 0.54592 -0.81596
57 O 1.45970 2.65120 -0.03381
58 H 0.92406 1.97096 0.39530
59 H 1.01577 2.67556 -0.88868
60 O 2.47324 -0.87612 -2.37613
61 H 2.87587 -0.22912 -1.75713
62 H 2.65687 -1.76782 -1.94571
63 O 1.12059 -5.01411 1.97239
64 H 0.39009 -4.45337 2.11696
65 H 0.91055 -5.98430 1.83993
66 O 2.09671 -3.17918 0.09581
67 H 1.28668 -3.30202 -0.39911
68 H 1.96156 -4.02282 0.60575
69 O -0.03671 -2.37717 1.83633
70 H -0.51982 -1.53651 2.16719
71 H 0.02110 -2.24644 0.88821

Cartesian forces, eV/Å:
-1.385 -0.663 0.315
1.418 0.503 -0.343
0.782 -1.706 -0.890
-0.875 0.725 1.448
0.004 0.691 -0.037
-0.160 0.166 0.107
0.029 0.203 0.009
-0.253 0.287 -0.337
-0.507 0.269 0.493
0.599 -0.486 -0.634
0.021 0.719 -0.493
-0.644 0.477 1.428
0.144 0.349 0.456
-0.160 -0.041 -0.448
-0.396 -0.354 0.268
-0.107 -1.027 -1.778
1.001 -0.357 0.051
-0.053 -0.478 0.415
0.346 0.630 -0.115
0.173 0.156 0.761
-0.714 -1.357 2.091
-0.388 1.025 0.251
0.392 -0.427 1.958
1.459 -0.369 -1.130
-0.042 0.995 -2.002
0.111 -0.003 0.058
0.265 -0.224 -0.604
-0.263 -0.082 0.508
0.619 0.970 -0.862
-1.336 -0.387 -0.224
-0.210 0.234 0.267
1.945 0.870 -0.144
-0.694 0.341 -1.267
0.058 0.800 1.041
-0.048 -0.399 0.077
0.009 0.103 -0.078
-1.121 -0.260 0.051
-0.107 0.366 0.203
-0.118 -0.616 0.054
0.253 -1.544 -0.477
0.772 0.824 0.399
1.888 -1.691 0.935
-0.554 -1.039 -0.899
-0.119 1.237 -0.304
-0.618 0.096 -0.519
-0.137 0.004 -0.449
-0.960 0.969 -0.498
-0.513 0.592 0.399
0.598 0.118 1.043
-0.101 -0.979 -0.188
0.086 0.563 1.742
-0.071 -0.203 -0.475
-0.044 -0.503 -1.281
0.154 0.081 -0.422
0.181 -0.228 0.061
-0.372 -0.287 0.024
0.078 0.053 -0.211
-0.163 -0.084 0.578
0.049 0.317 -0.455
0.149 -1.820 0.872
0.074 0.116 -0.293
-0.336 1.602 -0.748
2.058 -2.906 -0.733
-1.841 0.843 0.313
-0.208 2.133 0.402
0.061 -1.452 0.383
-0.666 0.736 -0.814
0.808 0.803 0.312
-1.105 2.057 1.282
0.859 -1.993 -0.331
-0.054 -0.060 -0.569

Properties
* ΔE to the lowest compared entry with this formula, charge and spin: 0.0 kJ/mol
* lowest unoccupied orbital energy: 0.5 eV
* E: -45890.634 eV
* HOMO level: -9.977 eV
* maximum force: 3.6 eV/Å
* charge: 0

=====

# 4
Here is C3H5IS as an isolated structure from OMol25. Energies are from the ωB97M-V functional and the def2-TZVPD basis.

Geometry (Å):
1 C -0.22190 0.35480 -0.17126
2 C 0.00938 1.52166 -0.61008
3 C 0.54878 -0.83153 0.08170
4 S -4.22436 1.98502 -0.32349
5 I -3.68175 -0.23226 0.13245
6 H -1.41458 -0.04707 -0.02486
7 H -0.54972 2.39450 -0.70154
8 H 1.69730 -0.69501 0.11377
9 H 0.46886 -1.07460 1.07126
10 H 0.41902 -1.48074 -0.78009

Cartesian forces, eV/Å:
0.353 1.615 -0.958
-2.014 -2.312 1.173
4.198 0.051 -1.774
0.479 -0.410 0.041
0.695 0.388 -0.089
-0.209 0.974 -0.259
-0.162 2.023 -0.550
-1.585 0.608 -0.616
-1.267 -1.976 2.266
-0.488 -0.959 0.766

Properties
* ΔE to the lowest compared entry with this formula, charge and spin: 479.5 kJ/mol
* lowest unoccupied orbital energy (alpha / beta): -2.9 / -2.9 eV
* E: -22122.058 eV
* HOMO level (alpha / beta): -7.914 / -7.914 eV
* maximum force: 4.6 eV/Å
* charge: 0

=====

Among the records above, which one has the lowest E?
C29H37F10N4O17S

=====

E of number 2 (C24H36F6MnO12)?
-97656.531 eV

=====

The highest E belongs to which entry?
C3H5IS

=====

Which value of E does entry 1 give?
-109447.293 eV